# 1
{"formula": "CH3NO2", "method": "wB97M-V/def2-TZVPD", "elements": ["C", "N", "O", "O", "H", "H", "H"], "xyz": [[0.114130, -0.008432, 0.028227], [-2.670826, 0.132638, 0.001927], [-3.062870, -0.061066, 1.101112], [-3.011581, -0.021627, -1.121417], [0.133546, -1.006508, -0.239245], [0.157177, 0.455946, 1.022925], [0.608464, 0.505066, -0.737729]], "forces_ev_per_a": [[-1.6, 1.8, 1.2], [4.3, 0.0, -0.2], [-1.1, -0.1, -0.5], [-1.3, -0.1, 0.5], [-0.4, -2.2, 0.5], [-0.1, -0.8, -0.5], [0.2, 1.4, -1.0]], "e_homo_ha": -0.3048, "multiplicity": 1, "homo_lumo_gap_ev": 6.314, "relative_energy_ev": 7.7874, "energy_ev": -6663.877}

---

# 2
{"formula": "CH3NO2", "method": "wB97M-V/def2-TZVPD", "elements": ["C", "H", "H", "H", "N", "O", "O"], "xyz": [[0.679020, 0.678994, -0.298087], [-0.552200, -1.899693, 0.484752], [-1.136199, 0.638044, 0.609192], [1.233473, -0.048865, -0.892771], [-0.385791, 0.011982, 0.355156], [-0.807711, -1.231197, -0.182327], [0.969407, 1.850734, -0.075916]], "forces_ev_per_a": [[-0.5, 0.6, 1.4], [-0.1, 0.6, -0.3], [-0.4, -0.3, 0.1], [0.3, 0.2, -0.4], [1.1, 0.5, -0.6], [0.4, 0.5, 0.4], [-0.7, -2.1, -0.6]], "e_homo_ha": -0.3801, "smiles": "O=CNO", "multiplicity": 1, "homo_lumo_gap_ev": 11.098, "relative_energy_ev": 2.7190, "energy_ev": -6668.945}

---

# 3
{"formula": "CH3NO2", "method": "wB97M-V/def2-TZVPD", "elements": ["C", "N", "O", "O", "H", "H", "H"], "xyz": [[-0.412211, -0.073331, 0.477095], [0.944890, 0.100943, 0.010211], [-0.668399, -0.700521, -1.071423], [0.668692, -0.209084, -1.374583], [-0.634998, -0.799910, 1.348121], [-1.208147, 0.667275, 0.643906], [1.310173, 1.014629, -0.033327]], "forces_ev_per_a": [[-2.2, -2.6, -2.1], [0.1, -1.2, -0.1], [0.1, 1.0, 3.6], [-0.1, 0.0, 0.6], [1.1, 0.5, -1.7], [0.9, 0.8, -0.6], [0.1, 1.6, 0.4]], "e_homo_ha": -0.3278, "smiles": "C1NOO1", "multiplicity": 1, "homo_lumo_gap_ev": 9.508, "relative_energy_ev": 7.5869, "energy_ev": -6664.077}

---

# 4
{"formula": "CH3NO2S", "method": "wB97M-V/def2-TZVPD", "elements": ["C", "N", "O", "O", "S", "H", "H", "H"], "xyz": [[-0.074665, 0.313701, -0.191831], [0.441053, -0.823213, 0.030220], [-1.374885, -3.174407, 0.404662], [-2.081740, -1.985539, -1.441812], [-0.975444, -2.665411, -0.863791], [0.151465, 0.778418, -1.169819], [-0.724329, 0.789275, 0.549084], [0.154533, -1.317753, 0.914508]], "forces_ev_per_a": [[0.2, -0.5, 0.3], [-0.2, -0.6, 0.6], [1.0, -0.8, 1.4], [-0.2, 1.0, -1.6], [-1.0, -0.7, -0.4], [-0.3, 0.0, 0.7], [0.1, 0.3, -0.4], [0.4, 1.3, -0.6]], "e_homo_ha": -0.3906, "multiplicity": 1, "homo_lumo_gap_ev": 9.871, "relative_energy_ev": 1.1442, "energy_ev": -17504.326}